Here is C19H29N3O in the gas phase from the OMol25 dataset. Energies are from ωB97M-V/def2-TZVPD.

Last columns: bonded neighbours and bond lengths (Å).
Atoms and positions in Å:
1 O 1.746 -2.222 -0.139  C2 1.217
2 C 1.816 -1.151 0.435  O1 1.217, N3 1.371, N22 1.378
3 N 1.690 -1.043 1.795  C2 1.371, H4 1.007, C5 1.451
4 H 2.074 -0.228 2.245  N3 1.007
5 C 1.677 -2.239 2.617  N3 1.451, C6 1.528, C10 1.531, H21 1.094
6 C 0.796 -2.014 3.845  C5 1.528, C7 1.526, H19 1.091, H20 1.094
7 C 0.748 -3.275 4.702  C6 1.526, C8 1.526, H17 1.092, H18 1.092
8 C 2.154 -3.686 5.130  C7 1.526, C9 1.526, H15 1.093, H16 1.092
9 C 3.038 -3.908 3.906  C8 1.526, C10 1.525, H13 1.092, H14 1.092
10 C 3.089 -2.649 3.046  C5 1.531, C9 1.525, H11 1.092, H12 1.094
11 H 3.695 -2.823 2.156  C10 1.092
12 H 3.544 -1.833 3.616  C10 1.094
13 H 2.636 -4.731 3.313  C9 1.092
14 H 4.048 -4.182 4.220  C9 1.092
15 H 2.588 -2.900 5.754  C8 1.093
16 H 2.109 -4.599 5.726  C8 1.092
17 H 0.295 -4.085 4.126  C7 1.092
18 H 0.126 -3.100 5.583  C7 1.092
19 H -0.210 -1.735 3.527  C6 1.091
20 H 1.205 -1.188 4.434  C6 1.094
21 H 1.251 -3.029 1.990  C5 1.094
22 N 2.055 0.025 -0.243  C2 1.378, C23 1.446, C45 1.451
23 C 1.639 1.336 0.205  N22 1.446, H24 1.089, C25 1.534, H52 1.095
24 H 1.615 1.400 1.292  C23 1.089
25 C 0.253 1.671 -0.361  C23 1.534, N26 1.448, H50 1.092, H51 1.105
26 N 0.323 1.634 -1.806  C25 1.448, C27 1.444, C44 1.451
27 C -0.804 2.224 -2.489  N26 1.444, H28 1.095, C29 1.546, H43 1.094
28 H -0.892 3.259 -2.146  C27 1.095
29 C -2.168 1.521 -2.302  C27 1.546, C30 1.498, H41 1.091, H42 1.092
30 C -3.219 2.254 -3.078  C29 1.498, C31 1.390, C35 1.390
31 C -3.467 1.937 -4.408  C30 1.390, C32 1.383, H40 1.081
32 C -4.406 2.642 -5.139  C31 1.383, C33 1.384, H39 1.080
33 C -5.111 3.678 -4.549  C32 1.384, C34 1.384, H38 1.080
34 C -4.870 4.004 -3.226  C33 1.384, C35 1.383, H37 1.080
35 C -3.930 3.298 -2.497  C30 1.390, C34 1.383, H36 1.081
36 H -3.747 3.555 -1.463  C35 1.081
37 H -5.417 4.810 -2.759  C34 1.080
38 H -5.845 4.228 -5.119  C33 1.080
39 H -4.590 2.382 -6.171  C32 1.080
40 H -2.921 1.128 -4.872  C31 1.081
41 H -2.092 0.491 -2.655  C29 1.091
42 H -2.425 1.510 -1.241  C29 1.092
43 H -0.565 2.245 -3.557  C27 1.094
44 C 0.691 0.306 -2.260  N26 1.451, C45 1.529, H48 1.092, H49 1.103
45 C 2.067 -0.046 -1.692  N22 1.451, C44 1.529, H46 1.090, H47 1.094
46 H 2.345 -1.061 -1.977  C45 1.090
47 H 2.811 0.665 -2.060  C45 1.094
48 H 0.731 0.305 -3.350  C44 1.092
49 H -0.026 -0.464 -1.928  C44 1.103
50 H -0.039 2.676 -0.047  C25 1.092
51 H -0.473 0.945 0.047  C25 1.105
52 H 2.363 2.063 -0.176  C23 1.095

Kohn-Sham gap   9.02 eV
E_tot   -26692.80302 eV
SMILES string   O=C(NC1CCCCC1)N1CCN(CCc2ccccc2)CC1
Multiplicity   1
LUMO   0.8 eV
Relative energy (zero: lowest compared OMol25 entry of this formula, charge and spin)   3.2 kcal per mole